[1]
The following is a quantum chemistry calculation of one molecule with the formula C4H6O2, from OMol25.

Structure (XYZ):
```
12
Properties=species:S:1:pos:R:3:forces:R:3
O 1.62024 -0.12881 -0.89885 0.2169 -0.1020 -0.0772
C 0.94263 0.33454 0.22535 -0.0829 0.1294 0.0866
C -0.46673 0.90781 0.04618 -0.0896 0.7744 -0.3699
C -1.04084 -0.35177 -0.54414 -0.0271 0.4202 -0.2607
C -0.02478 -0.60198 0.95882 -0.6181 -0.2653 -1.1778
O -0.75463 0.53660 1.43787 -0.2390 0.0394 0.0176
H 2.23511 -0.81159 -0.59993 -0.0335 0.1399 -0.1386
H 1.56815 0.93417 0.90022 -0.1066 -0.2727 -0.0292
H -0.75842 1.91971 -0.24834 0.0976 0.2024 0.1201
H -2.10721 -0.53118 -0.35879 0.3570 0.0912 0.0429
H -0.66922 -0.72480 -1.50026 0.0303 0.1415 0.2543
H -0.54431 -1.48270 0.58187 0.4951 -1.2985 1.5319
```
Forces are in eV/Å.

LUMO	0.84	eV
HOMO	-8.4	eV
multiplicity	1
frontier orbital gap	0.340	Eh
relative energy (zero: lowest compared OMol25 entry of this formula, charge and spin)	138.2	kcal per mole



[2]
The following is a quantum chemistry calculation of one molecule with the formula C4H11N3O2, from OMol25.

Structure (XYZ):
```
20
Properties=species:S:1:pos:R:3:forces:R:3
C 0.47857 -0.54066 1.72021 0.0402 0.0671 -0.3494
C 0.05496 0.35654 0.55603 -0.4522 -0.4158 0.3134
O 0.72231 1.60824 0.60910 -0.0065 0.1935 0.0369
C -1.47352 0.57987 0.56294 0.1596 0.2117 -0.2045
N -2.17970 -0.67720 0.70002 -0.2851 -0.2331 -0.0785
C 0.43218 -0.32723 -0.76145 0.3690 0.4025 0.0837
O -0.05783 -1.38551 -1.12319 -0.2046 -0.2856 0.0008
N 1.34058 0.33162 -1.49369 0.4471 0.2126 -0.2057
N 1.69603 -0.08523 -2.79129 -0.0287 -0.1429 -0.0557
H 0.14688 -0.10741 2.66171 -0.0620 0.0421 0.1014
H 0.02210 -1.51804 1.60726 -0.0023 -0.0723 0.0902
H 1.56178 -0.64186 1.73174 0.0890 0.0063 0.0096
H 0.53270 2.00750 1.46601 0.0503 -0.0205 -0.0885
H -1.72737 1.21019 1.42556 0.1571 0.0323 -0.0862
H -1.73092 1.14607 -0.35068 0.0759 -0.0389 0.1832
H -1.84056 -1.32564 -0.00677 -0.1034 0.0529 0.0357
H -3.17240 -0.53801 0.54723 0.0903 -0.0488 0.0460
H 1.64393 1.25492 -1.21929 -0.1884 -0.1605 -0.0678
H 0.97475 -0.74450 -3.08946 0.1681 0.1511 0.1065
H 2.57555 -0.60366 -2.75199 -0.3134 0.0465 0.1288
```
Forces are in eV/Å.

LUMO	0.76	eV
HOMO	-9.2	eV
multiplicity	1
frontier orbital gap	0.365	Eh
relative energy (zero: lowest compared OMol25 entry of this formula, charge and spin)	30.8	kcal per mole



[3]
The following is a quantum chemistry calculation of a 2-piece molecular cluster, C21H29BN2O2 overall, from OMol25.

Structure (XYZ):
```
55
Properties=species:S:1:pos:R:3:forces:R:3
C 6.60966 3.01415 4.21344 0.2159 0.0491 1.0964
C 6.08515 2.64483 5.43761 -0.7521 -0.4792 -0.0516
C 4.85944 3.19200 5.87765 0.1271 0.4104 0.2388
N 4.34454 2.80807 7.12161 0.1423 -0.2940 0.4315
C 2.87906 2.71381 7.31462 0.7975 -0.5404 -0.0343
C 2.58087 2.52203 8.80196 0.0684 -0.1830 0.0977
O 3.32952 1.45761 9.39764 0.5823 0.5946 -0.2285
C 4.74751 1.61565 9.23508 -0.2975 0.0858 -0.2643
C 5.13235 1.75582 7.76078 -0.3270 -0.3013 0.7360
C 4.22441 4.19750 5.12462 0.0422 -0.3717 -0.7592
C 4.75990 4.55939 3.88482 1.4295 -0.3493 0.7051
C 6.02303 4.03026 3.48326 -0.7029 -0.9053 0.1545
C 6.75645 4.55354 2.29981 -1.3857 0.5472 -0.1401
C 7.02917 3.70031 1.11627 0.0936 -1.1169 -0.2645
C 8.06639 4.04548 0.24314 -0.0611 -0.5843 0.8910
C 8.46650 3.15888 -0.72893 -0.4794 0.4354 -0.4125
C 7.72411 1.97879 -0.96734 0.3244 0.3876 -0.0629
N 8.15533 1.16662 -2.00735 0.7884 -0.4988 -0.2857
C 7.21108 0.44090 -2.84851 0.4057 0.2320 -0.4629
C 7.96962 -0.66442 -3.58884 0.3563 -0.1647 -0.2399
O 9.11862 -0.15966 -4.28126 0.2431 0.0083 0.4572
C 10.06169 0.50318 -3.43528 -0.7467 0.1599 0.1180
C 9.37644 1.63111 -2.66935 -0.0055 -0.2731 -0.2508
C 6.61196 1.66089 -0.16241 0.6739 0.9058 -0.7826
C 6.25141 2.55823 0.83558 0.4620 -0.4580 0.1371
H 7.54900 2.52567 3.93383 -0.2998 0.4295 -0.2893
H 6.58176 1.86827 6.02898 -0.2268 0.4665 -0.6334
H 2.41343 3.64330 6.97939 0.0074 -0.2110 0.0608
H 2.47120 1.86716 6.72534 0.0754 0.2744 0.1566
H 2.76484 3.49057 9.31062 -0.0002 -0.4759 0.0377
H 1.54051 2.20218 8.94865 0.1942 0.3979 -0.1094
H 5.14972 2.53302 9.74078 -0.5794 -0.6797 0.0137
H 5.19814 0.69523 9.65803 -0.1719 0.6634 -0.1340
H 5.03316 0.76937 7.23225 0.1220 0.6493 0.2796
H 6.19283 2.07133 7.78861 -0.5830 -0.2888 -0.1251
H 3.30536 4.68176 5.47288 0.4146 -0.3186 -0.1535
H 4.27456 5.33826 3.29825 0.1692 -0.1457 0.0352
H 7.66533 5.05554 2.67016 -0.5603 0.3776 -0.6079
H 5.91781 5.12053 1.92282 0.5759 1.9345 -0.3887
H 8.64354 4.96320 0.36647 -0.2281 -0.1816 0.2241
H 9.31747 3.47798 -1.34395 -0.7491 -0.2842 0.3297
H 6.74138 1.10658 -3.60116 0.1028 -0.0525 0.2524
H 6.41892 0.01865 -2.23049 0.0965 -0.0817 -0.1325
H 8.26385 -1.45328 -2.86242 -0.0326 0.3158 -0.3604
H 7.39333 -1.10763 -4.41882 -0.1128 0.1126 0.6603
H 10.82636 0.94376 -4.09841 -0.2117 -0.4338 0.3300
H 10.51486 -0.18049 -2.67979 -0.2051 0.0979 -0.6387
H 9.16107 2.49852 -3.34767 0.2102 -0.4780 0.4182
H 10.08274 1.93316 -1.87817 -0.2481 -0.0788 -0.5500
H 6.05673 0.75263 -0.37682 -0.0625 0.2365 0.2655
H 5.38475 2.25519 1.42515 0.3039 0.4622 0.2333
B 2.49971 8.11694 -0.16413 1.1199 1.6803 1.7112
H 3.45033 8.77217 -0.65129 -1.2848 -0.4800 0.3575
H 2.38197 7.01557 -0.47152 -0.4074 -0.8632 -0.5138
H 1.89195 8.53763 0.86945 0.5770 -0.3409 -1.5526
```
Forces are in eV/Å.

LUMO	-0.21	eV
HOMO	-7.4	eV
multiplicity	1
frontier orbital gap	0.264	Eh
relative energy (zero: lowest compared OMol25 entry of this formula, charge and spin)	0.1	kcal per mole



[4]
The following is a quantum chemistry calculation of a 2-piece molecular cluster, C4H5O2 overall, from OMol25.

Structure (XYZ):
```
11
Properties=species:S:1:pos:R:3:forces:R:3
C -1.11746 1.22312 1.10758 0.1173 0.4114 3.7547
C 0.54522 -0.80539 -2.22152 0.7845 -0.8513 -0.0729
C -0.19330 0.34922 1.53169 -0.3467 0.9770 2.3223
C 0.62784 -0.60841 0.92003 -0.6029 1.3921 -0.0786
O 1.38556 -1.39773 0.70962 0.4627 -0.7268 -0.0880
O -0.04057 -0.18770 -1.33867 0.8966 -1.0233 -1.3592
H -1.67194 1.85616 1.90759 1.1610 -1.2162 -1.5513
H -1.28082 1.44073 0.14298 -0.9509 0.3807 -3.5098
H 0.11741 -1.17630 -3.19569 -0.4856 0.9029 0.8031
H 1.63686 -1.20952 -2.19373 -1.3128 0.9599 0.7796
H -0.00880 0.51582 2.63012 0.2768 -1.2066 -0.9998
```
Forces are in eV/Å.

LUMO	-6.13	eV
total charge	+1
HOMO	-15.0	eV
multiplicity	1
frontier orbital gap	0.326	Eh
relative energy (zero: lowest compared OMol25 entry of this formula, charge and spin)	47.9	kcal per mole